1.
Here is a structure of composition C9H10N3OSSe2Te2Ti at a distorted geometry from OMol25. Energies are from ωB97M-V with the def2-TZVPD basis set.

The geometry in ORCA input format:
```
! RIJCOSX wB97M-V def2-TZVPD def2/J DEFGRID3
* xyz 0 2
Ti 0.834 0.913 -1.213
C 1.606 0.036 3.086
C 0.737 0.276 1.886
O 1.241 0.678 0.830
N -0.578 0.057 2.006
C -1.527 0.313 0.919
C -1.406 -0.730 -0.168
C -2.220 -1.847 -0.162
C -2.054 -2.843 -1.117
C -1.039 -2.670 -2.060
C -0.277 -1.529 -2.034
N -0.438 -0.544 -1.111
H 2.052 0.985 3.380
H 2.421 -0.627 2.798
H 1.061 -0.387 3.925
H -0.943 -0.306 2.873
H -1.325 1.316 0.502
H -2.530 0.304 1.345
H -2.991 -1.934 0.589
H -2.689 -3.712 -1.135
H -0.840 -3.419 -2.810
H 0.500 -1.376 -2.784
Se 0.375 1.433 -3.627
Te 2.359 2.949 -3.346
Te 3.514 1.989 -1.036
Se 2.958 -0.435 -1.393
S 0.787 4.931 0.606
C 0.370 3.597 -0.114
N 0.041 2.581 -0.634
*
```

**DFT total energy**: -7175.1720 hartree
**Highest occupied orbital energy (spin up / spin down)**: -6.538 / -6.652 eV
**HOMO-LUMO gap (spin up / spin down)**: 0.2082 / 0.2114 Eh

2.
Here is a structure of composition C9H10O2 at a distorted geometry from OMol25. Energies are from ωB97M-V with the def2-TZVPD basis set.

The geometry in ORCA input format:
```
! RIJCOSX wB97M-V def2-TZVPD def2/J DEFGRID3
* xyz 0 1
C -1.200 0.958 2.049
C -0.133 1.336 1.435
C -1.979 -0.063 2.061
C 0.250 0.677 0.385
C -0.938 -0.278 -1.460
C -1.713 -0.948 0.838
C -0.489 -0.575 -0.077
C 0.088 -0.868 -2.475
C 2.843 1.500 0.766
O -2.025 0.093 -1.775
O 1.996 0.899 -0.198
H -2.931 -0.337 2.566
H -1.798 -2.030 1.061
H -2.642 -0.782 0.145
H 0.324 -1.260 -0.195
H 0.422 -1.837 -2.086
H 1.027 -0.180 -2.560
H -0.493 -0.986 -3.396
H 3.353 2.392 0.489
H 3.723 0.736 0.689
H 2.315 1.554 1.739
*
```

**DFT total energy**: -499.1310 hartree
**Highest occupied orbital energy (spin up / spin down)**: -8.785 / -8.784 eV
**HOMO-LUMO gap (spin up / spin down)**: 0.2946 / 0.2945 Eh